11
Properties=species:S:1:pos:R:3:forces:R:3 method="wB97M-V/def2-TZVPD" e_above_lowest_kj_mol=93.7 total_charge=+1 mol_weight_g_mol=66.1
N -2.4753 -1.0115 0.7474 6.0020 0.6058 -3.7048
H -1.6576 -1.4728 1.1585 -0.4517 -1.2071 -0.2895
H -2.6455 -0.3525 1.3977 -1.2318 3.6736 2.3945
H -2.0537 -0.6325 -0.1939 -0.6387 -0.0478 2.0744
H -3.2551 -1.4686 0.4925 -3.4305 -2.9786 -0.5488
C 1.3305 1.5214 -0.0136 -2.5598 0.8055 -0.0048
S 0.8440 -0.2263 -0.4100 0.4583 0.9135 -0.9775
H 1.5390 1.6177 1.0344 0.0205 -0.3872 0.6229
H 2.2373 1.7576 -0.5047 0.6653 0.2735 -0.7789
H 0.4793 2.2945 -0.2156 1.6532 -1.5218 -0.0431
H 1.1962 -0.1708 -1.7594 -0.4868 -0.1294 1.2556